This record from OMol25 describes 3 unconnected molecules or ions with the total composition C2H4ClNO3 at a distorted geometry. The level of theory is ωB97M-V/def2-TZVPD.

Last columns: bonded neighbours and bond lengths (Å).
Geometry (Å):
1 O -0.707 -0.538 -1.256  C2 1.199
2 C -0.745 -0.360 -2.441  O1 1.199, O3 1.272, O4 1.380
3 O -1.796 -0.351 -3.156  C2 1.272, H5 0.982
4 O 0.372 -0.014 -3.175  C2 1.380, H6 0.965
5 H -2.660 -0.132 -2.746  O3 0.982
6 H 1.227 -0.066 -2.730  O4 0.965
7 C 0.339 0.657 1.722  N8 1.145, H9 1.131
8 N 0.873 0.661 2.734  C7 1.145
9 H -0.314 0.526 0.807  C7 1.131
10 Cl 1.952 -0.556 5.544  H11 1.222
11 H 1.460 0.174 4.697  Cl10 1.222

Output
Frontier orbital gap, eV: 11.1
SMILES: O=C(O)O.C#N.Cl
Electronic energy, eV: -22293.5141
HOMO, eV: -11.025

This record from OMol25 describes ClH6NSi2 in the gas phase at a distorted geometry. The level of theory is ωB97M-V/def2-TZVPD.

Last columns: bonded neighbours and bond lengths (Å).
Geometry (Å):
1 N 1.382 1.875 0.404  Si2 2.055, H5 1.080, H6 1.015
2 Si 0.999 0.159 -0.658  N1 2.055, Si3 2.316, Cl4 2.038, H7 1.495
3 Si -0.564 -1.354 0.137  Si2 2.316, H8 1.565, H9 1.538, H10 1.611
4 Cl 2.708 -0.781 -0.065  Si2 2.038
5 H 0.726 2.667 0.072  N1 1.080
6 H 1.356 1.742 1.410  N1 1.015
7 H 1.479 0.948 -1.834  Si2 1.495
8 H -1.832 -0.574 -0.345  Si3 1.565
9 H -0.375 -2.795 -0.366  Si3 1.538
10 H -0.494 -1.306 1.746  Si3 1.611

Output
Frontier orbital gap, eV: 9.5
SMILES: N[Si@H]([SiH3])Cl
Electronic energy, eV: -29864.7140
HOMO, eV: -9.306

This record from OMol25 describes 12 unconnected molecules or ions with the total composition C66H152N8O24P4 at a distorted geometry. The level of theory is ωB97M-V/def2-TZVPD.

Last columns: bonded neighbours and bond lengths (Å).
Geometry (Å):
1 C -1.056 -4.625 -5.907  C2 1.555, H12 1.087, H13 1.103, H14 1.061
2 C 0.287 -4.973 -5.205  C1 1.555, C3 1.530, C4 1.553, N10 1.467
3 C 1.485 -4.397 -5.961  C2 1.530, H15 1.086, H16 1.084, H17 1.096
4 C 0.327 -4.549 -3.711  C2 1.553, C5 1.486, H18 1.118, H19 1.146
5 C -0.577 -5.254 -2.767  C4 1.486, C6 1.511, H20 1.109, H21 1.098
6 C -0.228 -6.721 -2.871  C5 1.511, C7 1.523, H22 1.120, H23 1.104
7 C -0.315 -7.312 -4.273  C6 1.523, C8 1.551, C9 1.520, N10 1.529
8 C 0.348 -8.714 -4.222  C7 1.551, H24 1.072, H25 1.085, H26 1.072
9 C -1.776 -7.471 -4.661  C7 1.520, H27 1.057, H28 1.062, H29 1.092
10 N 0.502 -6.424 -5.210  C2 1.467, C7 1.529, O11 1.413
11 O 0.288 -6.971 -6.495  N10 1.413, H30 0.983
12 H -1.108 -3.547 -6.029  C1 1.087
13 H -1.088 -5.079 -6.912  C1 1.103
14 H -1.892 -4.805 -5.279  C1 1.061
15 H 1.577 -3.350 -5.691  C3 1.086
16 H 2.366 -4.973 -5.701  C3 1.084
17 H 1.397 -4.339 -7.053  C3 1.096
18 H 1.361 -4.903 -3.472  C4 1.118
19 H 0.328 -3.404 -3.659  C4 1.146
20 H -0.584 -4.789 -1.761  C5 1.109
21 H -1.624 -5.138 -3.077  C5 1.098
22 H -0.841 -7.350 -2.176  C6 1.120
23 H 0.812 -6.679 -2.503  C6 1.104
24 H 1.045 -8.640 -3.411  C8 1.072
25 H 0.727 -8.956 -5.210  C8 1.085
26 H -0.425 -9.428 -4.022  C8 1.072
27 H -2.341 -6.672 -4.262  C9 1.057
28 H -2.213 -8.381 -4.332  C9 1.062
29 H -1.806 -7.385 -5.749  C9 1.092
30 H 1.243 -7.032 -6.719  O11 0.983
31 C -2.386 -2.250 -3.278  C32 1.539, H42 1.105, H43 1.077, H44 1.087
32 C -3.430 -1.182 -2.905  C31 1.539, C33 1.562, C34 1.549, N40 1.525
33 C -2.745 0.180 -2.564  C32 1.562, H45 1.094, H46 1.090, H47 1.078
34 C -4.395 -0.977 -4.100  C32 1.549, C35 1.503, H48 1.056, H49 1.101
35 C -5.226 -2.198 -4.378  C34 1.503, C36 1.504, H50 1.093, H51 1.092
36 C -6.058 -2.522 -3.168  C35 1.504, C37 1.565, H52 1.118, H53 1.102
37 C -5.142 -2.809 -1.932  C36 1.565, C38 1.577, C39 1.576, N40 1.450
38 C -6.066 -2.935 -0.661  C37 1.577, H54 1.039, H55 1.058, H56 1.084
39 C -4.441 -4.218 -2.014  C37 1.576, H57 1.113, H58 1.086, H59 1.078
40 N -4.263 -1.674 -1.726  C32 1.525, C37 1.450, O41 1.424
41 O -3.468 -1.863 -0.560  N40 1.424, H60 0.983
42 H -1.662 -1.820 -3.994  C31 1.105
43 H -1.935 -2.629 -2.376  C31 1.077
44 H -2.797 -3.139 -3.749  C31 1.087
45 H -3.471 0.799 -2.029  C33 1.094
46 H -1.850 0.065 -1.954  C33 1.090
47 H -2.573 0.690 -3.499  C33 1.078
48 H -4.951 -0.096 -3.926  C34 1.056
49 H -3.745 -0.820 -4.976  C34 1.101
50 H -5.883 -2.157 -5.250  C35 1.093
51 H -4.558 -3.039 -4.571  C35 1.092
52 H -6.746 -3.385 -3.348  C36 1.118
53 H -6.601 -1.610 -2.873  C36 1.102
54 H -5.453 -2.844 0.173  C38 1.039
55 H -6.558 -3.870 -0.614  C38 1.058
56 H -6.736 -2.086 -0.574  C38 1.084
57 H -3.338 -4.072 -2.057  C39 1.113
58 H -4.658 -4.844 -2.874  C39 1.086
59 H -4.576 -4.770 -1.097  C39 1.078
60 H -3.870 -1.145 -0.022  O41 0.983
61 C 3.986 3.532 -4.706  C62 1.551, H72 1.109, H73 1.084, H74 1.088
62 C 2.996 2.666 -5.528  C61 1.551, C63 1.574, C64 1.512, N70 1.435
63 C 1.947 3.588 -6.253  C62 1.574, H75 1.106, H76 1.089, H77 1.102
64 C 3.869 1.974 -6.550  C62 1.512, C65 1.534, H78 1.093, H79 1.129
65 C 3.341 0.744 -7.300  C64 1.534, C66 1.512, H80 1.131, H81 1.074
66 C 2.994 -0.250 -6.215  C65 1.512, C67 1.549, H82 1.117, H83 1.070
67 C 1.897 0.309 -5.274  C66 1.549, C68 1.529, C69 1.551, N70 1.517
68 C 0.575 0.354 -6.043  C67 1.529, H84 1.141, H85 1.057, H86 1.108
69 C 1.717 -0.670 -4.084  C67 1.551, H87 1.087, H88 1.085, H89 1.088
70 N 2.466 1.603 -4.723  C62 1.435, C67 1.517, O71 1.424
71 O 1.592 2.119 -3.724  N70 1.424, H90 0.990
72 H 3.517 3.981 -3.807  C61 1.109
73 H 4.836 2.962 -4.350  C61 1.084
74 H 4.322 4.369 -5.315  C61 1.088
75 H 2.483 4.311 -6.896  C63 1.106
76 H 1.193 2.956 -6.719  C63 1.089
77 H 1.380 4.200 -5.533  C63 1.102
78 H 4.234 2.708 -7.273  C64 1.093
79 H 4.788 1.645 -5.982  C64 1.129
80 H 2.492 1.035 -7.988  C65 1.131
81 H 4.092 0.359 -7.964  C65 1.074
82 H 3.917 -0.421 -5.609  C66 1.117
83 H 2.660 -1.152 -6.685  C66 1.070
84 H -0.177 1.015 -5.496  C68 1.141
85 H 0.097 -0.589 -6.018  C68 1.057
86 H 0.637 0.791 -7.059  C68 1.108
87 H 2.565 -0.520 -3.420  C69 1.087
88 H 1.783 -1.695 -4.431  C69 1.085
89 H 0.769 -0.412 -3.618  C69 1.088
90 H 0.956 2.639 -4.277  O71 0.990
91 C -0.351 0.523 5.602  C92 1.529, H102 1.079, H103 1.109, H104 1.096
92 C -0.704 1.473 6.748  C91 1.529, C93 1.525, C94 1.534, N100 1.429
93 C -0.348 2.888 6.303  C92 1.525, H105 1.089, H106 1.099, H107 1.081
94 C -2.217 1.433 6.992  C92 1.534, C95 1.502, H108 1.089, H109 1.093
95 C -2.747 0.226 7.712  C94 1.502, C96 1.487, H110 1.129, H111 1.112
96 C -2.016 0.013 8.989  C95 1.487, C97 1.561, H112 1.090, H113 1.103
97 C -0.474 -0.113 8.785  C96 1.561, C98 1.525, C99 1.547, N100 1.495
98 C 0.145 -0.005 10.175  C97 1.525, H114 1.075, H115 1.050, H116 1.091
99 C -0.112 -1.486 8.172  C97 1.547, H117 1.108, H118 1.098, H119 1.112
100 N -0.109 1.101 7.993  C92 1.429, C97 1.495, O101 1.435
101 O 1.319 1.045 7.859  N100 1.435, H120 0.990
102 H 0.702 0.544 5.367  C91 1.079
103 H -0.691 -0.526 5.713  C91 1.109
104 H -0.864 0.810 4.676  C91 1.096
105 H -0.613 3.020 5.255  C93 1.089
106 H -0.898 3.696 6.805  C93 1.099
107 H 0.695 3.132 6.454  C93 1.081
108 H -2.468 2.359 7.508  C94 1.089
109 H -2.664 1.479 5.996  C94 1.093
110 H -3.828 0.463 7.939  C95 1.129
111 H -2.699 -0.674 7.060  C95 1.112
112 H -2.382 -0.852 9.541  C96 1.090
113 H -2.245 0.888 9.620  C96 1.103
114 H -0.204 -0.814 10.791  C98 1.075
115 H -0.136 0.914 10.597  C98 1.050
116 H 1.225 -0.124 10.072  C98 1.091
117 H 0.019 -2.223 8.990  C99 1.108
118 H 0.870 -1.353 7.697  C99 1.098
119 H -0.865 -1.821 7.426  C99 1.112
120 H 1.666 1.645 8.566  O101 0.990
121 C -1.523 6.240 -0.021  C122 1.558, H132 1.092, H133 1.104, H134 1.095
122 C -0.170 6.995 0.135  C121 1.558, C123 1.540, C124 1.557, N130 1.483
123 C -0.490 8.299 0.888  C122 1.540, H135 1.118, H136 1.085, H137 1.085
124 C 0.784 6.110 0.990  C122 1.557, C125 1.546, H138 1.116, H139 1.087
125 C 1.338 4.850 0.287  C124 1.546, C126 1.513, H140 1.085, H141 1.092
126 C 1.970 5.306 -1.009  C125 1.513, C127 1.523, H142 1.094, H143 1.106
127 C 1.047 6.066 -1.953  C126 1.523, C128 1.576, C129 1.544, N130 1.515
128 C 2.047 6.631 -3.032  C127 1.576, H144 1.103, H145 1.105, H146 1.056
129 C -0.030 5.225 -2.672  C127 1.544, H147 1.097, H148 1.086, H149 1.120
130 N 0.472 7.235 -1.180  C122 1.483, C127 1.515, O131 1.412
131 O -0.386 7.965 -2.031  N130 1.412, H150 0.959
132 H -2.133 6.351 0.878  C121 1.092
133 H -2.045 6.751 -0.849  C121 1.104
134 H -1.491 5.174 -0.271  C121 1.095
135 H 0.404 8.899 1.189  C123 1.118
136 H -1.220 8.922 0.380  C123 1.085
137 H -0.976 8.004 1.813  C123 1.085
138 H 1.615 6.769 1.334  C124 1.116
139 H 0.280 5.836 1.913  C124 1.087
140 H 2.040 4.330 0.931  C125 1.085
141 H 0.456 4.250 0.050  C125 1.092
142 H 2.362 4.416 -1.508  C126 1.094
143 H 2.806 5.977 -0.738  C126 1.106
144 H 2.597 5.763 -3.433  C128 1.103
145 H 2.765 7.339 -2.581  C128 1.105
146 H 1.524 7.104 -3.818  C128 1.056
147 H -0.856 5.052 -1.972  C129 1.097
148 H 0.396 4.267 -2.958  C129 1.086
149 H -0.351 5.812 -3.570  C129 1.120
150 H 0.015 8.820 -2.197  O131 0.959
151 C 0.012 -1.749 -0.598  O152 1.509, H159 1.120, H160 1.088, H161 1.084
152 O 1.135 -0.981 0.057  C151 1.509, P153 1.605
153 P 0.750 0.239 1.026  O152 1.605, O154 1.444, O155 1.558, O157 1.568
154 O 0.007 -0.060 2.227  P153 1.444
155 O 2.222 0.559 1.425  P153 1.558, C156 1.570
156 C 2.415 1.545 2.631  O155 1.570, H162 1.072, H163 1.079, H164 1.066
157 O 0.202 1.396 0.121  P153 1.568, C158 1.453
158 C 0.617 1.698 -1.237  O157 1.453, H165 1.084, H166 1.118, H167 1.072
159 H -0.964 -1.201 -0.574  C151 1.120
160 H -0.098 -2.732 -0.147  C151 1.088
161 H 0.310 -1.821 -1.638  C151 1.084
162 H 2.074 1.101 3.545  C156 1.072
163 H 1.925 2.497 2.496  C156 1.079
164 H 3.474 1.664 2.605  C156 1.066
165 H -0.311 1.965 -1.730  C158 1.084
166 H 1.112 0.777 -1.636  C158 1.118
167 H 1.227 2.566 -1.088  C158 1.072
168 C 7.148 4.531 -0.739  O169 1.418, H176 1.064, H177 1.079, H178 1.063
169 O 6.494 4.740 0.502  C168 1.418, P170 1.571
170 P 5.883 3.486 1.226  O169 1.571, O171 1.429, O172 1.582, O174 1.564
171 O 4.781 3.811 2.075  P170 1.429
172 O 5.511 2.608 -0.036  P170 1.582, C173 1.478
173 C 4.974 1.251 0.203  O172 1.478, H179 1.086, H180 1.117, H181 1.107
174 O 7.106 2.796 1.914  P170 1.564, C175 1.405
175 C 7.475 2.906 3.265  O174 1.405, H182 1.120, H183 1.080, H184 1.092
176 H 7.655 5.435 -0.979  C168 1.064
177 H 6.449 4.275 -1.520  C168 1.079
178 H 7.870 3.753 -0.675  C168 1.063
179 H 5.267 0.644 -0.647  C173 1.086
180 H 3.870 1.396 0.296  C173 1.117
181 H 5.404 0.815 1.125  C173 1.107
182 H 6.666 2.455 3.895  C175 1.120
183 H 7.607 3.897 3.671  C175 1.080
184 H 8.395 2.327 3.373  C175 1.092
185 C -2.526 2.575 2.008  O186 1.433, H193 1.085, H194 1.073, H195 1.077
186 O -3.926 2.657 2.303  C185 1.433, P187 1.571
187 P -4.724 1.307 2.396  O186 1.571, O188 1.464, O189 1.553, O191 1.605
188 O -4.529 0.476 1.207  P187 1.464
189 O -4.374 0.570 3.718  P187 1.553, C190 1.421
190 C -4.257 -0.840 3.849  O189 1.421, H196 1.090, H197 1.115, H198 1.077
191 O -6.237 1.840 2.461  P187 1.605, C192 1.477
192 C -6.553 2.670 3.641  O191 1.477, H199 1.098, H200 1.102, H201 1.074
193 H -2.346 3.116 1.085  C185 1.085
194 H -2.151 1.576 1.894  C185 1.073
195 H -1.960 2.931 2.853  C185 1.077
196 H -5.145 -1.299 3.413  C190 1.090
197 H -4.177 -0.942 4.956  C190 1.115
198 H -3.303 -1.071 3.406  C190 1.077
199 H -7.619 2.447 3.780  C192 1.098
200 H -6.390 3.747 3.477  C192 1.102
201 H -5.972 2.265 4.448  C192 1.074
202 C 2.560 -7.081 2.437  O203 1.383, H210 1.107, H211 1.122, H212 1.063
203 O 3.395 -6.285 1.674  C202 1.383, P204 1.589
204 P 2.905 -4.851 1.195  O203 1.589, O205 1.464, O206 1.563, O208 1.601
205 O 1.448 -4.710 1.191  P204 1.464
206 O 3.708 -3.854 2.092  P204 1.563, C207 1.434
207 C 3.639 -2.456 1.780  O206 1.434, H213 1.074, H214 1.063, H215 1.080
208 O 3.655 -4.566 -0.191  P204 1.601, C209 1.477
209 C 2.930 -4.539 -1.477  O208 1.477, H216 1.102, H217 1.107, H218 1.088
210 H 3.060 -8.060 2.571  C202 1.107
211 H 1.564 -7.256 1.950  C202 1.122
212 H 2.455 -6.732 3.436  C202 1.063
213 H 2.638 -2.135 1.560  C207 1.074
214 H 4.211 -2.290 0.898  C207 1.063
215 H 4.110 -1.934 2.600  C207 1.080
216 H 1.982 -3.978 -1.445  C209 1.102
217 H 2.874 -5.566 -1.886  C209 1.107
218 H 3.552 -3.899 -2.098  C209 1.088
219 C 3.682 -1.787 6.327  N220 1.432, H224 1.095, H225 1.094, H226 1.078
220 N 3.320 -0.416 6.125  C219 1.432, C221 1.352, H227 1.019
221 C 4.261 0.462 5.712  N220 1.352, C222 1.542, O223 1.248
222 C 4.070 1.966 5.997  C221 1.542, H228 1.090, H229 1.119, H230 1.114
223 O 5.266 0.019 5.120  C221 1.248
224 H 4.009 -2.229 5.380  C219 1.095
225 H 2.820 -2.350 6.696  C219 1.094
226 H 4.509 -1.955 6.998  C219 1.078
227 H 2.654 0.000 6.775  N220 1.019
228 H 4.160 2.413 5.008  C222 1.090
229 H 4.892 2.331 6.662  C222 1.119
230 H 3.063 2.094 6.455  C222 1.114
231 C -2.266 -3.763 1.731  N232 1.437, H236 1.123, H237 1.081, H238 1.122
232 N -0.944 -3.634 2.280  C231 1.437, C233 1.375, H239 1.026
233 C -0.828 -3.007 3.498  N232 1.375, C234 1.505, O235 1.250
234 C 0.487 -2.763 4.190  C233 1.505, H240 1.117, H241 1.101, H242 1.094
235 O -1.834 -2.691 4.167  C233 1.250
236 H -2.907 -4.387 2.410  C231 1.123
237 H -2.185 -4.206 0.749  C231 1.081
238 H -2.648 -2.712 1.653  C231 1.122
239 H -0.124 -4.023 1.803  N232 1.026
240 H 0.568 -1.659 4.342  C234 1.117
241 H 1.386 -3.049 3.622  C234 1.101
242 H 0.460 -3.244 5.172  C234 1.094
243 C -6.993 1.475 -2.513  N244 1.435, H248 1.107, H249 1.098, H250 1.111
244 N -5.830 1.834 -1.752  C243 1.435, C245 1.362, H251 1.017
245 C -5.093 2.919 -2.116  N244 1.362, C246 1.505, O247 1.230
246 C -3.960 3.340 -1.219  C245 1.505, H252 1.084, H253 1.099, H254 1.092
247 O -5.380 3.518 -3.151  C245 1.230
248 H -6.758 1.254 -3.572  C243 1.107
249 H -7.669 2.332 -2.627  C243 1.098
250 H -7.619 0.746 -1.955  C243 1.111
251 H -5.492 1.315 -0.946  N244 1.017
252 H -4.223 4.194 -0.606  C246 1.084
253 H -3.125 3.620 -1.876  C246 1.099
254 H -3.701 2.537 -0.525  C246 1.092

Output
Frontier orbital gap, eV: 8.7
SMILES: CC1(C)CCCC(C)(C)N1O.CC1(C)CCCC(C)(C)N1O.CC1(C)CCCC(C)(C)N1O.CC1(C)CCCC(C)(C)N1O.CC1(C)CCCC(C)(C)N1O.COP(=O)(OC)OC.COP(=O)(OC)OC.COP(=O)(OC)OC.COP(=O)(OC)OC.CNC(C)=O.CNC(C)=O.CNC(C)=O
Electronic energy, eV: -169127.9025
HOMO, eV: -8.255

no.,LUMO energy (eV)
1,0.03
2,0.16
3,0.47